1.
{
  "formula": "C3H5NO2",
  "method": "ωB97M-V/def2-TZVPD",
  "symbols": ["N", "H", "O", "H", "H", "C", "H", "C", "H", "O", "C"],
  "positions_angstrom": [[0.0005, -1.4743, -0.5257], [-0.5136, -1.8361, 0.2812], [-0.2889, 0.5573, 0.7023], [1.2256, 0.1166, -2.2316], [1.7174, 1.1626, -0.8716], [0.1714, -0.2396, -0.4009], [-1.2019, 0.7537, 2.4913], [-0.9397, -0.0014, 1.7362], [0.1773, 1.4546, -1.6909], [-1.2178, -1.1664, 1.8722], [0.8698, 0.6731, -1.3626]],
  "atomic_forces_ev_per_a": [[0.1, 0.5, 0.1], [0.2, -0.1, -0.3], [0.0, -0.2, 0.0], [-0.1, 0.0, 0.2], [-0.1, -0.1, 0.0], [-0.1, -0.1, 0.0], [0.1, 0.1, -0.2], [-0.2, -0.6, 0.2], [0.1, -0.1, 0.1], [0.0, 0.6, 0.1], [0.0, 0.0, 0.0]],
  "nbo_charge": [-0.641, 0.387, -0.530, 0.243, 0.234, 0.541, 0.129, 0.659, 0.234, -0.575, -0.681],
  "smiles": "[H]/N=C(/C)OC=O",
  "gap_ha": 0.409,
  "de_lowest_kcal_mol": 19.2,
  "homo_energy_ev": -10.274,
  "mol_weight_da": 87.1
}

2.
{
  "formula": "C3H5NO2",
  "method": "ωB97M-V/def2-TZVPD",
  "symbols": ["O", "H", "C", "H", "C", "N", "H", "H", "H", "C", "O"],
  "positions_angstrom": [[1.0252, -0.6865, -0.3616], [-2.8669, 0.9607, -1.1374], [-0.2850, -1.1102, 0.0444], [3.0278, 0.8215, -0.3364], [-0.8277, -0.0424, 0.9594], [2.2918, 1.2109, 0.2488], [-2.6528, 0.8402, -0.4355], [-0.9307, -1.2253, -0.8334], [-0.2136, -2.0683, 0.5747], [1.2868, 0.4714, 0.2546], [0.1451, 0.8280, 1.0224]],
  "atomic_forces_ev_per_a": [[0.1, 0.1, 0.1], [0.0, 0.0, 0.0], [-0.2, -0.1, 0.1], [-0.1, 0.0, 0.0], [0.4, -0.2, -0.1], [-0.3, -0.3, 0.0], [-0.1, 0.0, 0.0], [0.1, 0.0, 0.1], [-0.1, 0.2, -0.1], [0.3, 0.2, -0.1], [-0.1, 0.0, 0.0]],
  "nbo_charge": [-0.483, -0.010, -0.260, 0.367, 0.306, -0.679, 0.000, 0.234, 0.231, 0.750, -0.457],
  "gap_ha": 0.366,
  "de_lowest_kcal_mol": 100.6,
  "homo_energy_ev": -9.759,
  "mol_weight_da": 87.1
}